[1]
Molecular formula: C42H53CaI2N11O5S4Si
Method: DFT, wB97M-V/def2-TZVPD

Calculated values
Orbital gap (spin up / spin down) (eV): 7.8 / 4.6
Calculated total energy (Ha): -5766.0879
Relative energy (zero: lowest compared OMol25 entry of this formula, charge and spin) (kcal per mole): 0.0
Multiplicity: 2
Total charge: +1

The geometry in XYZ format:
```
119
Properties=species:S:1:pos:R:3:forces:R:3
Ca -1.20784 1.62023 0.64805 -1.380 0.684 0.650
I -4.83764 3.41523 2.93395 0.133 -0.215 0.252
C -4.08034 2.01293 4.36635 0.158 -0.110 -0.335
I -2.82734 0.47453 3.48585 -0.548 0.374 0.355
H -4.93244 1.52773 4.83105 0.111 -0.056 -0.103
H -3.49794 2.55743 5.10315 0.043 -0.076 -0.121
C 2.43756 4.30983 4.22155 0.677 0.018 0.281
N 1.16246 3.90423 3.67585 -0.353 -0.340 -0.759
C 0.88386 3.12523 2.62375 0.028 0.124 0.282
N -0.42374 3.03473 2.46715 0.058 -0.178 -0.105
C -0.91354 3.79613 3.47185 0.281 0.102 0.022
N 0.02176 4.33413 4.21065 -0.374 0.506 0.674
C 3.22396 3.14433 4.77045 0.049 0.043 0.105
C 3.46596 3.02343 6.13285 0.014 0.042 -0.155
C 4.21026 1.96033 6.62355 0.029 0.007 0.002
C 4.70586 0.99443 5.76725 -0.052 -0.019 -0.201
C 4.44976 1.10113 4.40205 -0.344 0.461 0.010
C 3.72036 2.18063 3.91045 0.181 -0.072 0.194
C 4.92946 0.12433 3.45135 0.516 -0.723 -0.058
N 5.77386 -0.84857 3.62025 -0.447 1.048 1.360
N 5.92996 -1.45367 2.43845 -0.115 -0.507 -1.663
C 5.17126 -0.83537 1.58105 0.448 -0.308 0.726
O 4.49986 0.18423 2.16535 0.003 -0.015 -0.063
C 5.01996 -1.10617 0.16855 -0.197 0.017 -0.495
C 5.90426 -1.97647 -0.46505 -0.177 0.161 0.173
C 5.79446 -2.17877 -1.82875 -0.026 -0.010 0.013
C 4.79606 -1.54867 -2.54945 -0.147 0.103 0.106
C 3.87276 -0.72207 -1.91455 0.170 0.133 0.027
C 2.74606 -0.15627 -2.75325 0.494 -0.457 -0.250
N 1.92986 0.82143 -2.09275 -0.794 -0.074 0.481
C 0.82536 0.62253 -1.37265 0.332 -0.124 -0.345
N 0.34206 1.78483 -0.97625 0.294 -0.010 -0.476
C 1.21426 2.68323 -1.48405 0.296 -0.098 -0.264
N 2.18446 2.12963 -2.16285 0.597 0.751 -0.323
C 3.99786 -0.48857 -0.55555 0.078 -0.017 -0.047
H 2.21836 5.02463 5.01575 -0.019 -0.026 -0.201
H 3.01386 4.80863 3.43475 -0.131 0.019 0.107
H 1.60856 2.64433 1.99685 0.230 -0.080 -0.044
H -1.95344 3.98743 3.64325 -0.228 -0.026 -0.005
H 3.07976 3.76833 6.81225 -0.050 0.083 0.087
H 4.40746 1.89423 7.68315 -0.003 -0.045 0.062
H 5.28276 0.15963 6.13155 0.060 -0.086 0.061
H 3.56936 2.25393 2.84325 0.005 0.057 -0.066
H 6.66086 -2.46897 0.12375 0.146 -0.027 0.019
H 6.49436 -2.82607 -2.33285 0.063 -0.083 -0.055
H 4.71656 -1.70817 -3.61365 0.005 -0.061 -0.182
H 2.09256 -0.98417 -3.05225 0.011 0.152 -0.040
H 3.16326 0.32143 -3.64405 -0.177 -0.096 0.061
H 0.40396 -0.33917 -1.16945 0.050 -0.308 0.030
H 1.12026 3.74423 -1.36335 0.015 0.172 -0.017
H 3.30786 0.16193 -0.03535 -0.072 0.041 0.000
C -4.87594 0.39763 0.22795 -0.018 -0.272 0.165
C -4.38204 1.48143 -0.64135 -0.770 -0.063 -0.698
N -3.32954 2.21203 -0.44095 0.262 -0.060 0.371
C -3.20214 3.19753 -1.38005 -0.983 0.015 -0.939
C -4.17734 3.18483 -2.34205 0.134 -0.264 0.263
S -5.28824 1.91783 -2.05945 0.625 0.137 0.567
C -2.19734 4.23613 -1.28455 0.133 1.090 -0.744
C -2.10344 5.28183 -2.16685 0.198 -0.153 0.246
S -0.91084 6.39323 -1.66585 -0.123 -0.675 0.492
C -0.60714 5.38113 -0.27825 0.146 0.764 -0.592
N -1.33284 4.31333 -0.23265 -0.041 -0.717 0.452
C 0.41176 5.79883 0.71405 0.063 0.017 0.156
H -4.05874 -0.28647 0.47125 -0.239 0.057 -0.007
H -5.67534 -0.14297 -0.27145 -0.029 -0.132 0.032
H -5.26714 0.80793 1.15875 0.001 0.057 0.032
H -4.30354 3.85343 -3.16935 0.003 0.137 -0.142
H -2.66824 5.45683 -3.05825 -0.165 0.004 -0.210
H 1.01196 6.61443 0.31755 0.077 0.004 0.063
H 1.05616 4.95913 0.96545 0.075 0.074 -0.002
H -0.08014 6.14283 1.62385 0.039 -0.015 0.101
O 0.34606 0.26513 1.45375 -0.001 -0.271 -1.163
N 0.71906 0.09893 2.64925 0.106 -0.097 1.167
S 0.92456 0.53353 5.35225 -0.312 0.212 0.343
C 0.64176 0.41023 3.79925 0.646 -0.643 -0.012
C 0.68346 -3.72377 0.61235 0.020 0.072 -0.312
C 0.78786 -3.82857 -0.90595 0.524 -0.533 0.233
C 0.22016 -5.15297 -1.40775 -0.010 0.268 0.066
C 2.24256 -3.69347 -1.35865 -0.433 0.034 0.148
O 0.08336 -2.73517 -1.49725 0.095 0.387 -0.204
Si -1.46044 -2.25247 -1.39705 0.010 0.108 0.110
S -1.82684 -1.15877 0.39295 0.190 -0.191 0.433
O -1.63284 -1.08527 -2.51885 -0.157 0.040 -0.013
C -1.70424 -1.18617 -3.94345 -0.068 0.175 -0.649
C -1.05764 -2.47327 -4.44845 -0.029 0.237 0.166
C -3.17974 -1.14617 -4.34445 0.342 0.010 0.173
C -0.96884 0.03393 -4.50375 -0.229 -0.272 0.240
O -2.38204 -3.56177 -1.55505 0.206 0.231 -0.095
C -3.70604 -4.04677 -1.39065 -0.551 -0.385 0.060
C -4.05794 -4.81207 -2.66915 0.137 0.224 0.281
C -3.70894 -4.98817 -0.18505 0.083 0.236 -0.278
C -4.68104 -2.89957 -1.14735 0.319 -0.168 -0.038
H 1.30186 -4.47517 1.09195 0.074 -0.145 0.079
H -0.34894 -3.86227 0.92425 -0.131 -0.038 0.130
H 1.01406 -2.73807 0.93415 0.036 0.112 0.091
H 0.78996 -5.98177 -0.99825 0.099 -0.099 0.033
H 0.26986 -5.18707 -2.49325 0.019 -0.055 -0.151
H -0.81654 -5.25217 -1.10995 -0.104 -0.119 0.043
H 2.83036 -4.52457 -0.98245 0.103 -0.121 0.056
H 2.66986 -2.76937 -0.98435 0.071 0.097 0.075
H 2.29576 -3.69597 -2.44505 0.017 0.000 -0.149
H -1.57774 -3.33607 -4.04335 -0.073 -0.210 -0.008
H -0.02014 -2.52117 -4.12845 0.144 -0.031 -0.014
H -1.09834 -2.51367 -5.53365 -0.016 -0.011 -0.107
H -3.69584 -1.98647 -3.89085 -0.120 -0.110 -0.006
H -3.28564 -1.21557 -5.42295 -0.028 0.012 -0.149
H -3.64154 -0.22397 -3.99795 -0.052 0.105 0.037
H 0.09116 -0.02617 -4.27055 0.165 0.003 0.011
H -1.37124 0.94243 -4.05965 -0.049 0.110 0.026
H -1.08794 0.08243 -5.58205 0.020 0.030 -0.146
H -3.29284 -5.55437 -2.87835 0.082 -0.118 0.006
H -4.11444 -4.13457 -3.51665 -0.033 0.082 -0.126
H -5.01414 -5.31377 -2.55945 -0.145 -0.066 0.003
H -3.03394 -5.82387 -0.35085 0.059 -0.091 -0.012
H -4.71004 -5.37317 -0.02225 -0.154 -0.102 0.065
H -3.39074 -4.44807 0.70375 0.042 0.043 0.123
H -4.59394 -2.15167 -1.93085 -0.038 0.131 -0.119
H -4.44964 -2.43677 -0.19235 -0.050 0.096 0.156
H -5.70064 -3.27117 -1.12415 -0.156 -0.033 0.021
```
Forces are in eV/Å.


[2]
Molecular formula: C42H53N2O3P2RhSi2Te
Method: DFT, wB97M-V/def2-TZVPD

Calculated values
Orbital gap (spin up / spin down) (eV): 4.6 / 5.9
Calculated total energy (Ha): -3607.6039
Multiplicity: 5
Total charge: 0

The geometry in XYZ format:
```
106
Properties=species:S:1:pos:R:3:forces:R:3
Rh -0.22135 0.31173 -0.30195 -2.244 1.155 -0.650
C 0.90139 -0.92563 -4.53131 -0.053 -0.649 0.227
Si 1.93555 -0.22261 -3.15643 0.732 1.343 -0.866
C 1.94877 1.59930 -3.61249 -0.292 -0.337 -0.228
C 3.72715 -0.77981 -3.45936 -0.256 -0.444 0.596
N 1.35876 -0.43762 -1.53961 -0.180 -0.302 1.126
P 2.10988 -0.46570 -0.10503 -1.405 -1.128 2.023
C 0.91683 -0.10208 1.15119 0.584 0.158 0.469
P -0.00472 0.88874 2.40110 0.996 -3.284 -1.540
N -0.88144 1.68209 1.36362 -0.004 -0.925 -0.490
Si -1.40391 3.27608 1.15043 -0.259 1.331 -0.513
C -3.15039 3.49307 1.72179 -0.100 -0.245 0.633
C -1.38036 3.88909 -0.59654 -0.359 -0.580 -0.756
C -0.26860 4.52316 1.96533 -0.140 0.300 0.739
C -0.86534 -0.26718 3.51890 -0.497 -0.743 0.242
C -0.20721 -1.39055 4.04947 0.131 -0.014 0.127
C -0.89034 -2.28402 4.89798 1.130 -0.697 -0.421
C -2.23489 -2.11563 5.20062 0.085 0.287 0.282
C -2.85206 -0.93858 4.80279 -0.340 0.141 -0.543
C -2.18773 -0.07249 3.91756 -0.577 0.554 0.015
C 0.95724 1.78459 3.54632 0.327 0.968 0.675
C 2.34060 1.86157 3.45547 -0.021 0.723 0.609
C 3.01176 2.83050 4.21260 -0.350 -0.391 0.093
C 2.30517 3.59708 5.14317 0.762 0.585 0.620
C 0.92783 3.42497 5.32527 0.334 0.210 -0.396
C 0.25245 2.55723 4.48292 -0.196 0.174 0.129
C 3.34371 0.73264 -0.00078 0.978 0.665 -1.648
C 2.85921 2.01950 0.25160 0.935 0.022 0.713
C 3.72330 3.08709 0.23262 1.067 -0.089 -0.768
C 5.05993 2.82558 -0.12146 0.417 0.596 -0.100
C 5.51799 1.56187 -0.51175 0.120 0.324 0.460
C 4.62180 0.50585 -0.55704 -0.535 1.071 0.478
C 2.79641 -2.08296 0.22411 0.710 -0.793 -0.051
C 4.17902 -2.35321 0.21995 0.010 -0.652 0.420
C 4.61774 -3.65489 -0.08386 0.158 0.361 0.137
C 3.70397 -4.69586 -0.18274 -0.340 -0.391 -0.676
C 2.33899 -4.47222 0.06476 0.606 0.594 0.334
C 1.89300 -3.16242 0.25523 -0.384 -0.088 -0.341
H 1.31080 -0.56697 -5.49727 -0.184 -0.313 0.527
H -0.12876 -0.59112 -4.43743 -0.182 0.111 -0.076
H 0.90949 -2.02346 -4.47533 -0.029 0.148 -0.370
H 2.43376 1.74002 -4.61186 -0.447 0.022 0.831
H 2.44523 2.18115 -2.84391 0.208 0.313 0.023
H 0.88862 1.89036 -3.63925 0.264 0.292 -0.187
H 3.84720 -1.25398 -4.44938 -0.021 0.214 0.455
H 3.97391 -1.50248 -2.67157 0.211 -0.252 -0.328
H 4.43074 0.05302 -3.34214 -0.207 -0.092 -0.211
H -3.77855 2.78453 1.17126 -0.105 0.234 0.032
H -3.46358 4.52583 1.55101 -0.167 -0.117 -0.084
H -3.26636 3.28438 2.79805 -0.021 0.036 -0.263
H -1.92997 3.23410 -1.30270 0.213 0.455 0.378
H -0.36727 4.01597 -0.98339 0.055 0.028 -0.003
H -1.85850 4.87747 -0.54325 0.083 -0.160 -0.204
H -0.59339 4.72900 3.00382 0.330 0.002 -0.413
H -0.30251 5.47746 1.40708 0.072 -0.447 0.226
H 0.76063 4.14507 1.99833 -0.050 0.234 0.011
H 0.84153 -1.57298 3.75995 -0.572 -0.035 0.281
H -0.34610 -3.17821 5.29098 -0.549 0.860 -0.529
H -2.79432 -2.88671 5.74055 0.340 0.412 -0.037
H -3.88702 -0.72714 5.12303 0.631 -0.114 -0.422
H -2.75081 0.76590 3.48892 0.212 -0.201 0.238
H 2.88461 1.18494 2.81959 0.064 0.046 -0.317
H 4.08001 2.94754 4.05674 -0.110 0.073 0.249
H 2.86468 4.34535 5.77166 -0.702 -0.858 -0.767
H 0.37748 4.03615 6.04033 0.197 -0.211 -0.124
H -0.84631 2.53220 4.53763 0.526 -0.230 -0.060
H 1.84107 2.18627 0.53741 -0.442 -0.123 0.069
H 3.36825 4.09604 0.42177 0.162 -0.135 0.031
H 5.78074 3.65050 -0.18365 -0.342 -0.270 0.262
H 6.58646 1.38275 -0.68603 -0.533 0.296 -0.389
H 4.87337 -0.39607 -1.09280 0.070 -0.112 0.500
H 4.91648 -1.61915 0.58009 -0.485 -0.281 -0.791
H 5.68567 -3.82288 -0.28829 -0.542 -0.019 0.381
H 4.02783 -5.68677 -0.54292 -0.088 0.526 0.507
H 1.64620 -5.30231 0.12998 -0.004 0.059 -0.127
H 0.81358 -2.96307 0.40394 0.599 -0.090 -0.176
O -2.55049 -3.80417 1.94180 0.398 -1.105 -0.448
C -2.15826 -2.77531 1.41906 -1.601 1.277 1.610
O -1.39974 -2.55245 0.43952 1.006 -0.266 -1.259
H -2.57351 -1.84782 1.89645 0.210 0.074 -0.212
C -2.52018 1.50688 -3.65643 -0.505 -0.290 -0.827
C -2.76338 0.73184 -2.39474 -2.454 -0.872 -1.592
O -1.89530 0.73471 -1.47493 0.900 0.112 1.234
C -3.99898 -0.04876 -2.32202 1.116 0.191 0.827
C -4.90693 -0.18402 -3.39473 -0.094 -1.173 -0.296
C -5.72188 -1.33534 -3.44545 0.330 1.107 0.460
C -5.98098 -2.12053 -2.32918 0.167 0.018 0.637
C -5.32947 -1.76981 -1.13331 1.235 0.550 0.177
C -4.28739 -0.83128 -1.15234 -0.132 -0.082 0.113
H -1.64953 2.13160 -3.51950 0.215 0.259 -0.114
H -3.40244 2.12273 -3.92823 0.530 -0.092 0.169
H -2.36574 0.83533 -4.54983 0.009 0.462 0.740
H -4.89896 0.52076 -4.21855 0.160 -0.326 -0.157
H -6.16223 -1.60306 -4.37239 -0.680 0.042 -0.729
H -6.69610 -2.94496 -2.33836 0.246 0.260 -0.173
H -5.53156 -2.23452 -0.17034 -0.132 -0.211 -0.307
H -3.65564 -0.63798 -0.26754 -0.524 -0.237 -0.406
C -1.46974 -4.88314 -1.45830 -0.007 0.161 0.544
Te -1.41206 -2.81924 -2.02731 0.029 -0.114 0.112
C -2.00088 -3.09682 -4.08745 -0.231 -0.255 0.410
H -2.08514 -5.45609 -2.12978 -0.320 -0.067 -0.321
H -1.86866 -4.90780 -0.42793 0.208 0.135 -0.485
H -0.46076 -5.30695 -1.46880 -0.053 0.301 -0.007
H -1.74262 -4.09393 -4.42432 0.008 -0.207 0.009
H -1.50498 -2.36986 -4.72073 -0.004 0.192 0.117
H -3.08148 -2.96096 -4.11967 -0.040 0.047 -0.108
```
Forces are in eV/Å.


Which of these has the highest multiplicity? C42H53N2O3P2RhSi2Te


Which of these has the highest calculated total energy? C42H53N2O3P2RhSi2Te